The following is a DFT calculation (wB97M-V/def2-TZVPD) of a molecular structure, C21H51O8PSSi2 in a non-equilibrium geometry.

Geometry as XYZ:
```
84
C21H51O8PSSi2 (wB97M-V/def2-TZVPD)
S -5.0209 4.1069 -5.5481
P -3.7888 -2.0899 -2.3679
Si -1.0230 1.5565 -3.7881
Si -3.0912 0.0346 -2.4427
O -6.1653 3.8685 -4.3089
O 5.0254 2.8424 0.2598
O -2.4307 -3.0864 -1.9837
O -5.6403 3.4483 -6.7683
O -1.4924 0.0279 -3.1148
O -4.2438 -2.4891 -4.0043
O 2.9023 2.8595 1.0857
O -4.7023 5.5544 -5.7579
C 5.1313 -1.8829 0.5713
C -3.5244 3.1085 -4.9883
C 1.2066 1.2878 -1.9901
C -1.7646 3.0893 -2.9159
C 5.1961 -2.2103 -0.9148
C 7.6795 -1.5960 0.8978
C 4.2311 2.3600 1.1030
C -5.1297 -1.5655 6.4361
C -4.7474 -2.2849 4.0218
C 1.7362 2.5142 -1.1036
C -3.1437 3.6556 -3.5338
C 7.7266 -2.8232 3.1304
C 6.2811 -0.9888 1.0407
C -2.2319 -1.0320 2.6350
C -2.2412 -1.6541 4.0249
C -3.2973 -2.7494 4.1859
C -3.1427 0.7298 -0.6443
C 2.0552 1.9083 0.3706
C 7.8887 -2.9279 1.6199
C 0.8995 1.6677 -3.5318
C -5.1844 -1.1655 4.9678
H -4.0895 0.7454 -3.2435
H -2.0451 -1.7913 1.8703
H 1.0657 1.7680 0.9356
H -6.2142 -0.8853 4.7217
H 6.1071 -0.7168 2.0881
H -3.7945 1.6825 -0.6042
H -4.1128 -1.8114 6.7509
H 7.9109 -1.7321 -0.1641
H 4.1859 -1.3655 0.7715
H 5.1756 -1.2968 -1.5155
H -3.6485 -1.9257 -4.5573
H -1.9229 2.9647 -1.7919
H -1.4413 -0.2794 2.5640
H 5.1017 -2.8090 1.1529
H 2.7054 2.9777 -1.4795
H -3.8937 2.0197 -5.0036
H -6.1307 2.8824 -4.1883
H -2.3786 -0.8731 4.7786
H -2.7225 3.3308 -5.7633
H -3.9635 3.5124 -2.7477
H 7.9161 -3.7929 3.5975
H 8.4104 -0.8700 1.2725
H -1.2557 -2.0927 4.2152
H -3.1023 -3.5410 3.4543
H -4.5770 -0.2690 4.8080
H -5.4049 -3.1499 4.1671
H -3.1794 -0.5376 2.4066
H -4.9102 -1.9558 2.9895
H 6.7161 -2.5145 3.4085
H 7.2054 -3.6880 1.2285
H -3.0153 4.7982 -3.6445
H 6.1005 -2.7689 -1.1671
H 8.4353 -2.1033 3.5486
H -1.6079 -2.6094 -2.2397
H -1.1999 1.6088 -5.2584
H 0.3026 0.8445 -1.4370
H 4.5960 1.5717 1.8546
H 0.8898 3.2731 -0.9646
H -0.9853 3.9338 -3.0312
H 2.0250 0.4780 -1.9630
H -2.0647 1.0704 -0.4153
H -5.4800 -0.7424 7.0639
H 4.3382 -2.8237 -1.2037
H -3.1722 -3.2135 5.1700
H -5.7694 -2.4312 6.6273
H 2.5989 0.8926 0.2980
H 8.9009 -3.2852 1.4025
H 6.2525 -0.0491 0.4779
H 1.4072 0.8420 -4.1608
H 1.3070 2.7006 -3.8224
H -3.5263 -0.0468 0.0988
```

The value obtained for the largest force on an atom is 4.76 eV/A. The value obtained for the LUMO energy is -0.20 eV. The HOMO energy is -9.152 eV. The net charge is 0.

The following is a DFT calculation (wB97M-V/def2-TZVPD) of 6 unconnected molecules or ions with the total composition C21H53ClN3O15S5 in a non-equilibrium geometry.

Geometry as XYZ:
```
98
C21H53ClN3O15S5 (wB97M-V/def2-TZVPD)
Cl 0.2579 1.7333 -5.1572
S -7.4109 4.1513 6.6812
S 5.9341 -6.0765 -2.9899
S -3.7763 5.7952 2.1972
S 2.4150 -9.3444 1.0006
S 4.0020 0.2327 -0.9783
O 7.3001 -6.6410 -2.4129
O 4.1947 1.2769 -1.9391
O -3.0668 6.6934 3.0471
O -3.3780 4.3007 2.5570
O -8.3865 3.1348 6.9049
O -7.1892 4.6453 5.3521
O 1.0494 -9.9059 0.4189
O 6.1087 -4.7000 -3.3466
O 5.4094 -7.0110 -3.9364
O 2.5724 -7.9799 0.5948
O 2.6820 -0.0598 -0.5034
O 2.5184 -9.7093 2.3781
O 4.6711 -1.0997 -1.5041
O -3.6867 5.9546 0.7690
O -7.6927 5.3819 7.6381
N -3.4223 3.9001 -3.4702
N -3.3857 6.1746 -2.7404
N -1.4868 5.0586 -3.6851
C -5.4582 5.7147 2.6873
C -0.1682 -9.5740 1.1229
C 4.0189 -1.2868 -3.8696
C -1.1648 3.5961 -3.8637
C 1.2762 4.0996 -4.3284
C -0.0238 3.4681 -4.8349
C -2.1176 3.7946 2.0661
C 3.4956 -10.3508 0.0443
C 9.0502 -5.8431 -3.9529
C 8.3210 -7.0315 -3.3604
C -2.8217 5.0645 -3.2561
C -0.6261 -8.1545 0.8561
C 3.9472 -1.8869 -2.4805
C 1.5563 3.8718 -2.8515
C -8.7360 6.3109 7.2604
C 5.0084 -6.1669 -1.4983
C -0.9329 4.3076 2.8589
C -2.5087 3.0408 -4.2975
C -10.1239 5.7693 7.5344
C -5.8817 3.6583 7.3959
C 5.0764 0.4991 0.3878
H 5.5225 -5.5947 -0.7308
H -5.9789 5.0043 2.0518
H -10.8657 6.5486 7.3606
H 2.5098 4.3170 -2.5858
H 4.4226 -2.8653 -2.4817
H 3.5803 -1.9748 -4.5921
H 1.2677 5.1716 -4.5220
H -10.3570 4.9251 6.8873
H 4.9084 -7.2075 -1.2060
H 3.3477 -11.3891 0.3255
H -8.5512 7.1993 7.8599
H -2.1934 2.7131 2.1574
H -0.9542 3.1015 -2.9198
H -6.0405 3.4626 8.4525
H -5.1519 4.4495 7.2490
H -0.0338 -9.7584 2.1894
H -2.6829 2.0027 -4.0505
H -0.0239 3.7982 2.5389
H -0.7929 5.3783 2.7183
H -0.2892 3.9240 -5.7867
H 9.0096 -7.6524 -2.7919
H 5.0535 -1.0911 -4.1477
H 3.4786 -0.3416 -3.9235
H -2.7430 3.2573 -5.3368
H 2.0979 3.6838 -4.9017
H -3.9215 3.4700 -2.6960
H 4.7969 1.4502 0.8349
H -1.5155 5.4603 -4.6328
H 4.9453 -0.3107 1.0994
H -2.0187 4.0299 1.0043
H -3.6399 6.2736 -1.7671
H -0.9068 -10.2842 0.7581
H 7.8773 -7.6573 -4.1357
H -1.0818 4.1319 3.9233
H 1.6323 2.8151 -2.6087
H 3.2789 -10.1950 -1.0093
H 2.9138 -2.0210 -2.1569
H 0.0631 -7.4278 1.2837
H 0.8148 4.3479 -2.2145
H -5.5697 2.7494 6.8866
H -8.6132 6.5897 6.2131
H -10.2043 5.4264 8.5653
H -5.8772 6.7114 2.5682
H 4.5109 -10.0348 0.2729
H 9.8914 -6.1876 -4.5542
H -3.4798 6.9808 -3.3311
H -1.6097 -7.9943 1.2975
H -5.5086 5.4104 3.7295
H 6.0990 0.5397 0.0231
H 9.4217 -5.1895 -3.1641
H 4.0288 -5.7365 -1.6929
H -0.6822 -7.9657 -0.2158
H 8.3945 -5.2516 -4.5900
```

The value obtained for the largest force on an atom is 1.76 eV/A. The value obtained for the LUMO energy is -4.08 eV. The HOMO energy is -12.091 eV. The net charge is +1.

The following is a DFT calculation (wB97M-V/def2-TZVPD) of a molecular structure, C21H53FGaNO13P3 in a non-equilibrium geometry.

Geometry as XYZ:
```
93
C21H53FGaNO13P3 (wB97M-V/def2-TZVPD)
Ga -0.9436 -3.5213 -5.1266
P -1.0075 -8.0177 0.3544
P 3.7173 6.9307 1.4376
P -1.6145 1.7027 1.6132
F -0.2411 -4.1630 -6.7392
O -1.6170 -9.2247 -0.6005
O 3.4411 8.5031 1.8296
O -1.6757 2.7129 2.9197
O -3.2056 1.5665 1.2503
O -1.5981 0.3748 2.5996
O -3.1475 -1.9925 -3.4049
O 3.5193 6.9984 -0.1948
O -1.1565 2.7213 0.6079
O 5.3533 7.1289 1.2892
O -0.9098 -6.9891 1.4475
O 2.3938 6.3020 1.7655
O -0.9409 -6.9945 -0.9239
O 0.5222 -8.6276 0.3477
N -2.0011 -1.9033 -5.3937
C -3.2404 -2.1523 -6.1584
C 1.5549 6.2436 -1.3788
C 5.9940 7.8742 0.2530
C -3.7310 0.0384 3.7821
C -3.5702 1.0471 -0.0318
C -1.3107 -9.3961 -1.9875
C -0.6292 3.6667 3.1164
C -2.3316 -1.4467 -4.1010
C 2.9378 5.8801 -0.8813
C -1.1526 5.0646 2.8647
C 5.9716 9.3717 0.4749
C 0.2414 -10.6085 1.7403
C -1.5730 -0.1749 -3.6720
C -1.6793 -5.7607 -0.8966
C -0.7262 -4.5925 -0.7874
C -2.2410 0.2929 3.8695
C 0.9900 -9.3088 1.5032
C 3.1737 8.8312 3.1889
C -3.1848 -0.4103 -0.1859
C 0.0278 -10.0567 -2.2395
C 4.3803 8.5953 4.0790
H 2.0476 -9.5198 1.3372
H -0.0905 -4.5435 -1.6732
H -0.6041 -0.4943 -3.2694
H 0.1739 -10.9149 -1.5819
H 0.6834 -11.1609 2.5714
H -3.7586 -1.1827 -6.2744
H -0.8101 -10.4172 1.9758
H 2.9030 9.8877 3.2097
H -3.5586 -0.8116 -1.1297
H 0.9185 -8.6551 2.3773
H -1.7767 -0.5628 4.3670
H -4.1126 -0.2717 4.7574
H 0.3291 -3.1129 -4.2142
H -1.4016 0.3850 -4.5984
H 4.1843 8.9466 5.0930
H -3.1186 1.6533 -0.8217
H 2.3104 8.2639 3.5474
H -2.0959 -0.5306 -0.1710
H -1.6067 5.1445 1.8771
H 3.5865 5.6384 -1.7264
H -1.7833 -4.7171 -4.4452
H -0.0642 -4.6945 0.0744
H 6.6866 9.8566 -0.1926
H 5.2569 9.1134 3.6900
H -4.2720 0.9379 3.4901
H 4.6294 7.5305 4.1268
H -0.3495 5.8003 2.9421
H -2.0222 1.1525 4.4992
H 7.0353 7.5418 0.2685
H 0.0861 -10.3925 -3.2766
H -2.1733 0.4129 -2.9714
H -1.9287 5.3163 3.5913
H -0.2896 3.5772 4.1518
H 0.8512 -9.3630 -2.0742
H -1.2727 -3.6520 -0.6991
H -4.6526 1.1525 -0.1168
H -3.5858 -1.0066 0.6347
H 0.9253 6.6038 -0.5654
H -2.3995 -5.7533 -0.0765
H -3.9547 -0.7395 3.0524
H -1.4062 -8.4695 -2.5478
H 0.2623 -11.2361 0.8493
H 6.2266 9.6208 1.5053
H 1.6181 7.0491 -2.1136
H -2.2408 -5.6908 -1.8298
H -3.9274 -2.8527 -5.6557
H 4.9890 9.7911 0.2617
H -2.0948 -10.0546 -2.3705
H 2.8969 5.0014 -0.2370
H 5.6180 7.6146 -0.7336
H 0.2236 3.4536 2.4711
H -2.9493 -2.5363 -7.1427
H 1.0693 5.3845 -1.8436
```

The value obtained for the largest force on an atom is 7.75 eV/A. The value obtained for the LUMO energy is 0.69 eV. The HOMO energy is -4.921 eV. The net charge is -1.

| no. | energy (eV) | HOMO-LUMO gap (eV) |
| --- | --- | --- |
| 1 | -74863.3974 | 8.95 |
| 2 | -124509.8780 | 8.01 |
| 3 | -133707.2952 | 5.61 |